No. 1
{
  "formula": "C24H23ClN2O3",
  "method": "ωB97M-V/def2-TZVPD",
  "multiplicity": 1,
  "homo_ev": -8.4,
  "smiles": "COC(=O)CN[C@H](c1ccccc1)c1cc(C)ccc1NC(=O)c1cccc(Cl)c1",
  "max_force_ev_per_a": 0.4,
  "de_lowest_kcal_mol": 3.0,
  "symbols": ["C", "O", "C", "O", "C", "N", "C", "C", "C", "C", "C", "C", "C", "C", "C", "C", "C", "C", "C", "C", "N", "C", "O", "C", "C", "C", "C", "C", "Cl", "C", "H", "H", "H", "H", "H", "H", "H", "H", "H", "H", "H", "H", "H", "H", "H", "H", "H", "H", "H", "H", "H", "H", "H"],
  "coordinates": [[-4.8084, -2.2763, 0.9183], [-3.4036, -2.0656, 0.9393], [-2.6470, -3.0299, 0.4000], [-3.0897, -4.0349, -0.0872], [-1.1607, -2.7021, 0.5056], [-0.8435, -1.3074, 0.7311], [-1.0900, -0.4574, -0.4408], [0.0844, -0.4883, -1.4051], [-0.0083, 0.2459, -2.5817], [1.0528, 0.2960, -3.4659], [2.2241, -0.3884, -3.1865], [2.3210, -1.1294, -2.0230], [1.2576, -1.1812, -1.1382], [-1.3257, 0.9736, -0.0039], [-2.5064, 1.6229, -0.3247], [-2.7229, 2.9518, 0.0147], [-3.9984, 3.6461, -0.3559], [-1.7166, 3.6333, 0.6875], [-0.5360, 3.0041, 1.0311], [-0.3335, 1.6706, 0.6962], [0.8331, 0.9845, 1.0449], [2.0945, 1.4933, 1.0918], [2.3740, 2.6705, 1.0173], [3.1356, 0.4223, 1.2064], [2.9523, -0.7268, 1.9692], [3.9422, -1.6928, 2.0096], [5.1114, -1.5344, 1.2853], [5.2905, -0.3824, 0.5350], [6.7463, -0.1750, -0.3720], [4.3181, 0.6012, 0.4992], [-5.0788, -3.0791, 1.6067], [-5.1346, -2.5507, -0.0867], [-5.2610, -1.3384, 1.2297], [-0.7656, -3.2917, 1.3412], [-0.6733, -3.0498, -0.4085], [-1.4079, -0.9647, 1.5046], [-1.9866, -0.7951, -0.9879], [-0.9164, 0.7909, -2.7960], [0.9677, 0.8755, -4.3731], [3.0565, -0.3431, -3.8725], [3.2295, -1.6666, -1.7933], [1.3537, -1.7633, -0.2339], [-3.2746, 1.0816, -0.8607], [-4.7602, 2.9312, -0.6570], [-3.8242, 4.3305, -1.1863], [-4.3748, 4.2302, 0.4817], [-1.8621, 4.6705, 0.9514], [0.2416, 3.5396, 1.5494], [0.7311, -0.0240, 1.0058], [2.0513, -0.8583, 2.5502], [3.8044, -2.5814, 2.6074], [5.8799, -2.2911, 1.3054], [4.4572, 1.5036, -0.0752]],
  "forces_ev_per_angstrom": [[-0.372, -0.212, -0.101], [0.300, 0.240, 0.131], [0.104, -0.085, -0.193], [0.023, -0.003, 0.056], [0.052, -0.035, 0.095], [-0.172, 0.107, 0.154], [-0.059, 0.070, 0.045], [0.075, -0.199, -0.164], [0.008, -0.081, 0.016], [-0.052, 0.060, -0.068], [0.107, -0.021, -0.026], [0.099, -0.025, -0.060], [-0.162, -0.081, -0.102], [0.040, -0.067, 0.129], [0.040, 0.102, 0.104], [-0.007, -0.001, -0.005], [0.052, 0.049, -0.042], [-0.069, -0.178, -0.086], [0.111, 0.021, 0.047], [-0.300, 0.272, -0.034], [-0.068, -0.258, 0.120], [-0.028, -0.153, 0.021], [0.082, 0.161, -0.085], [0.311, -0.103, 0.086], [-0.017, 0.151, -0.046], [0.011, -0.060, -0.018], [0.035, 0.031, -0.040], [-0.252, -0.009, 0.138], [0.178, 0.024, -0.119], [-0.039, 0.010, 0.055], [-0.004, 0.060, -0.054], [-0.003, 0.044, 0.099], [0.029, -0.049, -0.005], [-0.056, -0.060, -0.157], [-0.087, -0.060, 0.114], [0.067, -0.015, -0.151], [0.091, 0.086, 0.096], [-0.097, 0.086, -0.025], [-0.005, 0.052, -0.077], [0.076, 0.003, -0.062], [0.099, -0.045, 0.018], [-0.009, -0.023, 0.099], [-0.080, -0.087, -0.049], [-0.091, -0.004, -0.020], [-0.083, 0.059, -0.056], [-0.092, 0.042, 0.019], [-0.008, 0.121, 0.049], [0.047, 0.027, 0.046], [0.159, 0.092, 0.087], [-0.106, -0.014, 0.032], [-0.004, -0.066, 0.060], [0.085, -0.050, -0.010], [0.037, 0.075, -0.060]]
}

---

No. 2
{
  "formula": "C14H8BrClO4S4SbTc",
  "method": "ωB97M-V/def2-TZVPD",
  "multiplicity": 1,
  "homo_ev": [-14.2, -14.2],
  "max_force_ev_per_a": 2.6,
  "total_charge": 2,
  "symbols": ["Tc", "S", "Sb", "S", "S", "S", "Br", "C", "C", "C", "C", "C", "C", "C", "O", "O", "H", "H", "H", "H", "Cl", "C", "C", "C", "C", "C", "C", "C", "O", "O", "H", "H", "H", "H"],
  "coordinates": [[1.5796, -1.7589, -0.2437], [4.8557, -0.0850, 2.4650], [4.6668, -2.3051, 2.5762], [3.3344, -2.8527, 0.3296], [0.6363, -0.9491, 1.6101], [4.8971, -4.3151, 3.5021], [2.0087, 6.1089, 1.7088], [2.0222, 4.7446, 0.3994], [2.0161, 5.0861, -0.9501], [2.0288, 4.0861, -1.9144], [2.0448, 2.7561, -1.5439], [2.0264, 2.4253, -0.1837], [2.0233, 3.4241, 0.7963], [1.8951, 1.0367, 0.2185], [1.6055, 0.7203, 1.4109], [2.0249, 0.0986, -0.6745], [2.0100, 6.1281, -1.2384], [2.0180, 4.3575, -2.9610], [2.0528, 1.9767, -2.2923], [2.0182, 3.1564, 1.8437], [-6.8298, -2.3510, -1.3035], [-5.1989, -2.4327, -0.8456], [-4.8605, -2.4174, 0.5130], [-3.5411, -2.4321, 0.8851], [-2.5346, -2.4812, -0.0991], [-2.8837, -2.5444, -1.4620], [-4.2042, -2.5033, -1.8287], [-1.1669, -2.3347, 0.2802], [-0.8382, -2.0050, 1.4900], [-0.2086, -2.4302, -0.5887], [-5.6455, -2.3821, 1.2553], [-3.2593, -2.4072, 1.9287], [-2.1063, -2.6014, -2.2113], [-4.4872, -2.5172, -2.8719]],
  "forces_ev_per_angstrom": [[-0.031, 1.468, 2.130], [-0.124, -1.517, 0.094], [0.287, 0.058, 0.703], [-1.095, 0.319, -0.406], [1.204, -0.933, -1.698], [-0.148, 1.466, -0.662], [0.016, -0.186, -0.173], [0.019, 0.268, 0.290], [0.050, -0.158, 0.058], [0.003, 0.061, -0.095], [0.041, -0.086, 0.015], [-0.014, -0.142, -0.128], [-0.042, -0.088, 0.038], [0.035, 0.644, 0.542], [0.088, 0.114, -0.222], [-0.349, -1.172, -0.326], [-0.022, 0.005, -0.010], [0.030, -0.015, 0.001], [-0.005, 0.020, -0.020], [-0.042, 0.068, 0.009], [-0.064, -0.027, -0.027], [0.349, 0.010, 0.099], [-0.161, -0.022, 0.055], [0.132, 0.018, 0.004], [0.166, -0.039, 0.043], [0.122, -0.051, 0.092], [-0.125, -0.027, -0.161], [-0.499, 0.053, 0.543], [-0.184, -0.166, -0.216], [0.511, 0.033, -0.550], [0.007, 0.002, -0.002], [-0.089, 0.035, 0.020], [-0.054, 0.010, -0.049], [-0.013, -0.025, 0.012]]
}

---

No. 3
{
  "formula": "H2N2O2",
  "method": "ωB97M-V/def2-TZVPD",
  "multiplicity": 1,
  "homo_ev": [-9.5, -7.9],
  "max_force_ev_per_a": 2.1,
  "de_lowest_kcal_mol": 72.7,
  "symbols": ["N", "N", "O", "O", "H", "H"],
  "coordinates": [[2.8467, -0.4996, -0.0125], [0.0235, 0.3511, 0.0916], [3.8688, 0.0314, -0.0238], [1.1778, 0.9558, 0.0679], [-0.7870, 0.7051, -0.5172], [-0.3931, 0.0800, 0.9833]],
  "forces_ev_per_angstrom": [[1.342, -0.090, -0.054], [-1.285, 1.182, -0.742], [-0.898, -0.366, 0.036], [-2.045, -0.249, 0.044], [2.026, -0.360, 0.491], [0.861, -0.117, 0.225]]
}

---

No. 4
{
  "formula": "C24H15N3O7",
  "method": "ωB97M-V/def2-TZVPD",
  "multiplicity": 1,
  "homo_ev": -8.7,
  "max_force_ev_per_a": 7.9,
  "de_lowest_kcal_mol": 0.0,
  "symbols": ["N", "O", "O", "O", "N", "N", "O", "O", "O", "O", "C", "C", "C", "C", "C", "C", "C", "C", "C", "C", "C", "C", "C", "C", "C", "C", "C", "C", "C", "C", "C", "C", "C", "C", "H", "H", "H", "H", "H", "H", "H", "H", "H", "H", "H", "H", "H", "H", "H"],
  "coordinates": [[1.3959, -0.9183, -7.6996], [-3.9399, -1.2790, -2.0367], [4.3273, -3.1785, 2.3869], [-2.4043, 4.2435, 3.1047], [-0.4921, -1.5546, -6.1485], [0.5256, -1.2269, -6.9416], [2.2816, -4.1010, 2.2815], [-0.7637, 4.9028, 1.5583], [1.0523, 0.3905, 1.4546], [-2.2665, -0.9217, -0.4448], [-2.7713, -1.0539, -1.6917], [3.3688, -3.6936, 2.8740], [-1.6992, 5.1369, 2.6594], [0.6191, -0.5628, -4.1766], [0.7523, -3.6425, 0.5994], [-1.5118, 3.4240, -0.0840], [1.5685, -1.8225, 1.9162], [0.1224, 2.6260, 1.4378], [-1.6446, -1.4035, -4.1067], [0.0016, -2.7406, -0.1177], [-1.4891, 2.1274, -0.6985], [0.5326, -0.1807, -2.8136], [-0.4658, -1.2119, -4.8184], [1.6304, -3.1574, 1.5796], [-0.7267, 3.6533, 1.0544], [0.9597, -0.9330, 1.0328], [0.0471, 1.2927, 1.0352], [-1.7344, -1.0323, -2.7390], [0.1064, -1.3591, 0.0611], [-0.7580, 1.0255, -0.0827], [-0.6451, -0.4407, -2.1069], [3.4637, -4.0629, 4.2925], [-1.9424, 6.5235, 3.1715], [-0.9085, -0.4210, -0.6214], [1.4681, -0.3885, -4.7999], [0.6901, -4.7177, 0.3326], [-2.1845, 4.1676, -0.4292], [2.1446, -1.4506, 2.7869], [0.8351, 2.7212, 2.2930], [-2.5420, -1.7802, -4.5512], [-0.7677, -3.0894, -0.8435], [-2.1724, 1.9144, -1.4628], [1.3701, 0.0883, -2.3083], [4.3772, -3.6270, 4.7402], [3.4733, -5.2054, 4.5022], [2.6490, -3.5529, 4.8383], [-2.8349, 6.8964, 2.7212], [-1.0271, 7.0339, 2.7862], [-2.0710, 6.5420, 4.2230]],
  "forces_ev_per_angstrom": [[-5.886, -2.228, 4.795], [2.070, 0.698, 2.175], [-0.098, 0.957, -1.716], [1.976, 0.914, -1.290], [2.806, 0.128, -4.672], [2.471, 1.369, -1.095], [-1.338, -0.505, -0.428], [-0.899, 2.110, 3.015], [-1.279, 0.699, -0.157], [0.297, 0.693, -1.035], [-3.772, -2.191, -2.906], [3.544, -0.715, 2.313], [-2.215, -3.045, 0.297], [-1.305, -0.138, 1.116], [0.225, -0.499, -0.881], [0.578, -2.817, -0.232], [1.962, 0.018, 0.194], [1.262, -0.300, 3.219], [-0.959, 0.285, 1.580], [-0.909, -0.151, -0.851], [1.340, 0.107, 3.590], [-2.138, -1.773, -2.159], [0.455, 1.546, 1.848], [-2.381, 0.141, -1.464], [-0.449, -1.989, -2.156], [-0.619, 1.252, 2.070], [0.637, 0.127, -2.657], [2.455, 1.123, -0.242], [-1.440, -0.063, -0.305], [-1.262, 0.449, -0.445], [-0.048, -1.082, -1.030], [-0.029, -1.126, 2.526], [3.038, 0.068, -2.334], [2.047, 1.306, 0.385], [0.776, 0.216, 0.153], [0.150, 0.843, 0.530], [-0.361, 0.602, -0.388], [-0.466, -0.026, -0.780], [-0.612, 0.543, -0.722], [-0.186, -0.356, -0.490], [0.797, 0.105, 0.564], [-0.687, -0.237, -1.208], [2.418, 1.274, 1.268], [-0.321, -0.437, -0.553], [-0.361, 1.977, -0.470], [-0.061, -0.703, -0.089], [-0.499, 0.335, -0.545], [-0.941, 0.678, 0.756], [0.220, -0.184, 0.903]]
}